The following is a DFT calculation (wB97M-V/def2-TZVPD) of a 2-piece molecular cluster, C5H14 overall.

LUMO energy	1.17	eV
total energy	-198.86649	Ha
ΔE to the lowest compared entry with this formula, charge and spin	14.22	kcal/mol
gap between HOMO and LUMO	12.536	eV
SMILES	CCC.CC
HOMO	-11.3694	eV

Each atom is followed by the atoms it is bonded to, with distances in Å.
Geometry (Å):
1 C -1.327 0.437 -2.731  C2 1.547, H4 1.094, H5 1.087, H6 1.079
2 C -0.232 -0.644 -2.577  C1 1.547, C3 1.528, H7 1.084, H8 1.076
3 C 0.742 -0.330 -1.443  C2 1.528, H9 1.092, H10 1.089, H11 1.089
4 H -2.308 -0.038 -2.640  C1 1.094
5 H -1.324 0.852 -3.735  C1 1.087
6 H -1.271 1.154 -1.926  C1 1.079
7 H -0.747 -1.571 -2.350  C2 1.084
8 H 0.297 -0.633 -3.514  C2 1.076
9 H 1.803 -0.379 -1.698  C3 1.092
10 H 0.608 0.629 -0.946  C3 1.089
11 H 0.638 -1.021 -0.607  C3 1.089
12 C 0.172 -0.053 2.325  C13 1.539, H14 1.092, H15 1.083, H16 1.090
13 C 0.581 0.465 3.715  C12 1.539, H17 1.079, H18 1.097, H19 1.082
14 H -0.913 -0.017 2.210  C12 1.092
15 H 0.559 0.576 1.533  C12 1.083
16 H 0.568 -1.056 2.161  C12 1.090
17 H 1.347 1.219 3.625  C13 1.079
18 H 1.078 -0.337 4.274  C13 1.097
19 H -0.271 0.746 4.322  C13 1.082

---

The following is a DFT calculation (wB97M-V/def2-TZVPD) of a 2-piece molecular cluster, C5H14 overall.

LUMO energy	1.17	eV
total energy	-198.87864	Ha
ΔE to the lowest compared entry with this formula, charge and spin	6.60	kcal/mol
gap between HOMO and LUMO	12.579	eV
SMILES	CCC.CC
HOMO	-11.4130	eV

Each atom is followed by the atoms it is bonded to, with distances in Å.
Geometry (Å):
1 C -0.245 0.587 1.180  C2 1.539, H4 1.094, H5 1.089, H6 1.082
2 C 0.426 -0.666 1.769  C1 1.539, C3 1.540, H7 1.087, H8 1.079
3 C -0.575 -1.509 2.581  C2 1.540, H9 1.079, H10 1.081, H11 1.095
4 H -1.159 0.385 0.615  C1 1.094
5 H -0.505 1.319 1.944  C1 1.089
6 H 0.476 1.029 0.505  C1 1.082
7 H 1.216 -0.283 2.408  C2 1.087
8 H 0.860 -1.222 0.953  C2 1.079
9 H -0.214 -1.817 3.550  C3 1.079
10 H -0.867 -2.383 2.016  C3 1.081
11 H -1.437 -0.899 2.871  C3 1.095
12 C 0.531 1.366 -2.347  C13 1.534, H14 1.087, H15 1.090, H16 1.086
13 C -0.073 0.006 -2.720  C12 1.534, H17 1.087, H18 1.093, H19 1.088
14 H -0.139 1.896 -1.676  C12 1.087
15 H 1.480 1.280 -1.818  C12 1.090
16 H 0.787 1.903 -3.256  C12 1.086
17 H -0.147 -0.660 -1.864  C13 1.087
18 H 0.582 -0.497 -3.436  C13 1.093
19 H -0.996 0.165 -3.274  C13 1.088

---

The following is a DFT calculation (wB97M-V/def2-TZVPD) of a 2-piece molecular cluster, C5H14 overall.

LUMO energy	1.08	eV
total energy	-198.81752	Ha
ΔE to the lowest compared entry with this formula, charge and spin	44.95	kcal/mol
gap between HOMO and LUMO	11.779	eV
SMILES	CCC.CC
HOMO	-10.6953	eV

Each atom is followed by the atoms it is bonded to, with distances in Å.
Geometry (Å):
1 C -2.107 0.319 0.426  C2 1.545, H4 1.082, H5 1.090, H6 1.105
2 C -1.028 1.034 1.270  C1 1.545, C3 1.640, H7 1.041, H8 1.056
3 C -0.339 2.148 0.282  C2 1.640, H9 1.174, H10 1.093, H11 1.005
4 H -2.910 0.083 1.112  C1 1.082
5 H -2.317 1.094 -0.312  C1 1.090
6 H -1.921 -0.721 0.104  C1 1.105
7 H -1.358 1.410 2.182  C2 1.041
8 H -0.220 0.398 1.509  C2 1.056
9 H 0.313 2.595 1.150  C3 1.174
10 H 0.213 1.811 -0.598  C3 1.093
11 H -0.965 2.882 -0.001  C3 1.005
12 C 1.264 -1.036 -0.931  C13 1.540, H14 1.002, H15 1.205, H16 1.097
13 C 2.059 -2.355 -0.936  C12 1.540, H17 1.135, H18 1.078, H19 1.051
14 H 0.273 -1.047 -0.785  C12 1.002
15 H 1.711 -0.134 -0.269  C12 1.205
16 H 1.318 -0.802 -2.002  C12 1.097
17 H 2.303 -2.868 0.047  C13 1.135
18 H 2.998 -2.242 -1.451  C13 1.078
19 H 1.477 -3.123 -1.355  C13 1.051

---

The following is a DFT calculation (wB97M-V/def2-TZVPD) of a 2-piece molecular cluster, C5H14 overall.

LUMO energy	1.08	eV
total energy	-198.82465	Ha
ΔE to the lowest compared entry with this formula, charge and spin	40.48	kcal/mol
gap between HOMO and LUMO	11.588	eV
SMILES	CCC.CC
HOMO	-10.5087	eV

Each atom is followed by the atoms it is bonded to, with distances in Å.
Geometry (Å):
1 C 0.047 2.153 0.991  C2 1.574, H4 1.138, H5 1.059, H6 1.155
2 C 1.586 1.878 1.175  C1 1.574, C3 1.603, H7 1.032, H8 1.131
3 C 1.715 0.630 0.178  C2 1.603, H9 1.113, H10 1.098, H11 1.124
4 H -0.165 3.245 1.227  C1 1.138
5 H -0.260 2.206 -0.021  C1 1.059
6 H -0.469 1.242 1.478  C1 1.155
7 H 1.766 1.602 2.154  C2 1.032
8 H 2.089 2.795 0.744  C2 1.131
9 H 1.472 -0.419 0.460  C3 1.113
10 H 2.652 0.679 -0.392  C3 1.098
11 H 0.953 0.653 -0.647  C3 1.124
12 C -1.248 -2.448 -1.591  C13 1.566, H14 1.168, H15 1.105, H16 1.101
13 C -1.688 -1.683 -0.297  C12 1.566, H17 1.195, H18 1.104, H19 1.141
14 H -0.367 -1.856 -2.078  C12 1.168
15 H -0.707 -3.374 -1.329  C12 1.105
16 H -2.109 -2.759 -2.202  C12 1.101
17 H -0.704 -1.618 0.379  C13 1.195
18 H -2.448 -2.288 0.229  C13 1.104
19 H -2.114 -0.637 -0.458  C13 1.141

---

The following is a DFT calculation (wB97M-V/def2-TZVPD) of a 2-piece molecular cluster, C5H14 overall.

LUMO energy	1.14	eV
total energy	-198.82460	Ha
ΔE to the lowest compared entry with this formula, charge and spin	40.51	kcal/mol
gap between HOMO and LUMO	11.974	eV
SMILES	CCC.CC
HOMO	-10.8358	eV

Each atom is followed by the atoms it is bonded to, with distances in Å.
Geometry (Å):
1 C 0.636 3.018 -0.394  C2 1.486, H4 1.109, H5 1.139, H6 1.068
2 C 0.368 1.563 -0.537  C1 1.486, C3 1.632, H7 1.211, H8 1.078
3 C -1.053 1.175 0.165  C2 1.632, H9 1.086, H10 1.056, H11 1.159
4 H 1.578 3.358 -0.871  C1 1.109
5 H 0.840 3.300 0.691  C1 1.139
6 H -0.197 3.551 -0.798  C1 1.068
7 H 0.243 1.353 -1.723  C2 1.211
8 H 1.236 0.946 -0.375  C2 1.078
9 H -1.756 0.665 -0.486  C3 1.086
10 H -0.864 0.620 1.043  C3 1.056
11 H -1.553 2.101 0.651  C3 1.159
12 C 0.149 -3.175 0.966  C13 1.540, H14 1.062, H15 1.074, H16 1.043
13 C -0.046 -2.282 -0.273  C12 1.540, H17 1.072, H18 1.183, H19 1.236
14 H 0.510 -2.617 1.795  C12 1.062
15 H -0.720 -3.804 0.993  C12 1.074
16 H 0.972 -3.816 0.953  C12 1.043
17 H 0.687 -2.586 -0.994  C13 1.072
18 H -1.124 -2.297 -0.758  C13 1.183
19 H 0.092 -1.074 -0.049  C13 1.236

---

The following is a DFT calculation (wB97M-V/def2-TZVPD) of a 2-piece molecular cluster, C5H14 overall.

LUMO energy	1.14	eV
total energy	-198.87828	Ha
ΔE to the lowest compared entry with this formula, charge and spin	6.83	kcal/mol
gap between HOMO and LUMO	12.389	eV
SMILES	CCC.CC
HOMO	-11.2477	eV

Each atom is followed by the atoms it is bonded to, with distances in Å.
Geometry (Å):
1 C 0.680 -1.259 0.801  C2 1.504, H4 1.095, H5 1.100, H6 1.086
2 C -0.319 -2.276 0.323  C1 1.504, C3 1.540, H7 1.086, H8 1.087
3 C -1.763 -1.749 0.226  C2 1.540, H9 1.093, H10 1.090, H11 1.088
4 H 0.365 -0.578 1.598  C1 1.095
5 H 1.572 -1.711 1.260  C1 1.100
6 H 1.079 -0.678 -0.025  C1 1.086
7 H -0.024 -2.697 -0.633  C2 1.086
8 H -0.361 -3.135 0.989  C2 1.087
9 H -2.065 -1.392 -0.762  C3 1.093
10 H -2.503 -2.504 0.492  C3 1.090
11 H -1.978 -0.908 0.882  C3 1.088
12 C 1.188 2.331 -0.122  C13 1.524, H14 1.086, H15 1.098, H16 1.089
13 C 0.141 2.715 -1.161  C12 1.524, H17 1.084, H18 1.101, H19 1.086
14 H 0.708 2.007 0.797  C12 1.086
15 H 1.921 1.600 -0.490  C12 1.098
16 H 1.834 3.171 0.127  C12 1.089
17 H -0.686 3.240 -0.696  C13 1.084
18 H -0.299 1.813 -1.615  C13 1.101
19 H 0.573 3.308 -1.961  C13 1.086

---

The following is a DFT calculation (wB97M-V/def2-TZVPD) of a 2-piece molecular cluster, C5H14 overall.

total charge	+1
LUMO energy (spin up / spin down)	-3.08 / -10.83	eV
multiplicity	2
total energy	-198.45906	Ha
ΔE to the lowest compared entry with this formula, charge and spin	17.51	kcal/mol
gap between HOMO and LUMO (spin up / spin down)	11.718 / 3.893	eV
HOMO (spin up / spin down)	-14.7949 / -14.7252	eV

Each atom is followed by the atoms it is bonded to, with distances in Å.
Geometry (Å):
1 C -1.052 -1.728 0.765  C2 1.511, H3 1.085, H4 1.108, H5 1.086
2 C 0.074 -2.034 1.725  C1 1.511, H6 1.086, H7 1.077, H8 1.103
3 H -0.718 -1.185 -0.113  C1 1.085
4 H -1.533 -2.633 0.343  C1 1.108
5 H -1.998 -1.372 1.161  C1 1.086
6 H 0.541 -2.996 1.533  C2 1.086
7 H -0.224 -1.989 2.758  C2 1.077
8 H 0.882 -1.295 1.581  C2 1.103
9 C 0.458 1.957 -1.184  C10 1.512, C11 1.518, H12 1.099, H13 1.098
10 C -0.882 1.344 -0.847  C9 1.512, H14 1.091, H15 1.098, H17 1.094
11 C 1.507 0.997 -0.653  C9 1.518, H16 1.108, H18 1.091, H19 1.104
12 H 0.743 2.945 -0.795  C9 1.099
13 H 0.510 2.182 -2.257  C9 1.098
14 H -1.182 1.276 0.199  C10 1.091
15 H -1.615 1.951 -1.396  C10 1.098
16 H 2.492 1.486 -0.517  C11 1.108
17 H -0.935 0.406 -1.408  C10 1.094
18 H 1.500 0.095 -1.268  C11 1.091
19 H 1.432 0.594 0.373  C11 1.104

---

The following is a DFT calculation (wB97M-V/def2-TZVPD) of a 2-piece molecular cluster, C5H14 overall.

total charge	+1
LUMO energy (spin up / spin down)	-3.30 / -11.17	eV
multiplicity	2
total energy	-198.46745	Ha
ΔE to the lowest compared entry with this formula, charge and spin	12.24	kcal/mol
gap between HOMO and LUMO (spin up / spin down)	11.342 / 3.468	eV
HOMO (spin up / spin down)	-14.6387 / -14.6362	eV

Each atom is followed by the atoms it is bonded to, with distances in Å.
Geometry (Å):
1 C 2.531 -0.200 0.313  C2 1.500, C3 1.542, H4 1.107, H5 1.141
2 C 2.359 -1.689 0.366  C1 1.500, H6 1.089, H7 1.107, H9 1.095
3 C 1.300 0.631 0.728  C1 1.542, H8 1.085, H10 1.087, H11 1.124
4 H 2.949 0.038 -0.684  C1 1.107
5 H 3.368 0.145 1.006  C1 1.141
6 H 3.234 -2.145 -0.095  C2 1.089
7 H 2.290 -1.997 1.427  C2 1.107
8 H 1.404 1.691 0.525  C3 1.085
9 H 1.438 -2.050 -0.103  C2 1.095
10 H 0.927 0.420 1.728  C3 1.087
11 H 0.557 0.160 0.028  C3 1.124
12 C -2.996 1.340 -0.860  C13 1.542, H14 1.082, H15 1.090, H16 1.095
13 C -2.659 -0.116 -0.480  C12 1.542, H17 1.083, H18 1.097, H19 1.095
14 H -3.658 1.363 -1.715  C12 1.082
15 H -3.379 1.849 0.025  C12 1.090
16 H -2.076 1.898 -1.060  C12 1.095
17 H -3.565 -0.709 -0.440  C13 1.083
18 H -2.108 -0.113 0.468  C13 1.097
19 H -1.916 -0.516 -1.178  C13 1.095

---

The following is a DFT calculation (wB97M-V/def2-TZVPD) of a 2-piece molecular cluster, C5H14BN overall.

LUMO energy (spin up / spin down)	0.13 / 0.22	eV
total energy	-278.33730	Ha
ΔE to the lowest compared entry with this formula, charge and spin	141.34	kcal/mol
gap between HOMO and LUMO (spin up / spin down)	7.199 / 7.889	eV
HOMO (spin up / spin down)	-7.0646 / -7.6660	eV

Each atom is followed by the atoms it is bonded to, with distances in Å.
Geometry (Å):
1 B 2.043 0.399 0.439  C2 1.611, C3 1.607
2 C 1.946 1.622 -0.605  B1 1.611, H8 1.059, H9 1.150, H10 1.137
3 C 2.832 -0.277 1.664  B1 1.607, H11 1.033, H12 1.088, H13 1.087
4 C -2.784 -0.677 0.442  C6 1.599, H14 1.078, H15 1.146, H16 1.106
5 C -1.548 -0.437 -1.713  C6 1.524, H17 1.137, H18 1.205, H19 1.080
6 C -1.392 -0.237 -0.211  C4 1.599, C5 1.524, N7 1.466, H20 1.126
7 N -0.230 -0.975 0.292  C6 1.466, H21 1.021
8 H 2.787 2.265 -0.651  C2 1.059
9 H 1.086 2.353 -0.386  C2 1.150
10 H 1.782 1.122 -1.613  C2 1.137
11 H 2.451 -1.237 1.678  C3 1.033
12 H 2.585 0.322 2.538  C3 1.088
13 H 3.911 -0.317 1.537  C3 1.087
14 H -3.511 -0.550 -0.343  C4 1.078
15 H -2.760 -1.753 0.836  C4 1.146
16 H -3.015 -0.142 1.382  C4 1.106
17 H -2.517 0.046 -2.059  C5 1.137
18 H -1.769 -1.609 -1.891  C5 1.205
19 H -0.792 -0.032 -2.371  C5 1.080
20 H -1.175 0.868 -0.206  C6 1.126
21 H 0.070 -0.753 1.242  N7 1.021

---

The following is a DFT calculation (wB97M-V/def2-TZVPD) of an isolated ion of composition C5H14N and charge +1.

total charge	+1
LUMO energy	-3.72	eV
total energy	-253.40887	Ha
ΔE to the lowest compared entry with this formula, charge and spin	5.89	kcal/mol
gap between HOMO and LUMO	11.332	eV
SMILES	CC(C)CC[NH3+]
HOMO	-15.0532	eV

Each atom is followed by the atoms it is bonded to, with distances in Å.
Geometry (Å):
1 C 0.695 0.059 -1.563  C2 1.532, H7 1.090, H8 1.083, H9 1.095
2 C 0.760 -0.343 -0.086  C1 1.532, C3 1.509, C4 1.537, H10 1.114
3 C 2.183 -0.411 0.410  C2 1.509, H11 1.086, H12 1.094, H13 1.103
4 C -0.056 0.559 0.854  C2 1.537, C5 1.522, H14 1.089, H15 1.099
5 C -1.488 0.808 0.401  C4 1.522, N6 1.515, H16 1.088, H17 1.084
6 N -2.215 -0.521 0.343  C5 1.515, H18 1.027, H19 1.029, H20 1.024
7 H -0.269 -0.080 -2.054  C1 1.090
8 H 1.446 -0.484 -2.122  C1 1.083
9 H 0.898 1.135 -1.564  C1 1.095
10 H 0.353 -1.372 0.039  C2 1.114
11 H 2.426 -0.507 1.464  C3 1.086
12 H 2.751 -1.180 -0.122  C3 1.094
13 H 2.705 0.493 0.052  C3 1.103
14 H -0.024 0.247 1.896  C4 1.089
15 H 0.479 1.518 0.808  C4 1.099
16 H -1.460 1.159 -0.628  C5 1.088
17 H -2.059 1.512 0.995  C5 1.084
18 H -2.097 -0.926 -0.594  N6 1.027
19 H -1.806 -1.229 0.968  N6 1.029
20 H -3.223 -0.438 0.502  N6 1.024

---

ΔE to the lowest compared entry with this formula, charge and spin of number 4 (C5H14)?
40.48 kcal/mol